[1]
C4H12NO3 as an isolated structure, computed with the ωB97M-V functional and the def2-TZVPD basis.

Cartesian coordinates (Å):
C: 0.48 -0.83 0.87
O: 0.94 0.21 1.69
C: -0.41 -0.22 -0.23
C: 0.16 0.73 -1.18
C: 1.08 1.85 -0.57
O: 1.37 2.72 -1.52
N: -0.91 -2.21 -1.76
H: -0.12 -1.50 1.50
H: 1.33 -1.39 0.50
H: -1.33 0.18 0.23
H: -0.59 1.34 -1.71
H: 0.65 0.22 -2.02
H: 2.02 1.35 -0.20
H: 0.67 2.32 0.34
H: -0.78 -3.22 -1.78
H: -0.74 -1.28 -0.79
H: -1.62 -1.98 -2.44
H: 0.08 0.44 2.23
H: -1.03 0.90 3.79
O: -1.24 0.36 3.02

max |F|: 4.68 eV Å⁻¹
ΔE to the lowest compared entry with this formula, charge and spin: 679.9 kJ/mol
E: -11968.9056 eV
total charge: -1
LUMO level: 0.33 eV

[2]
C31H77CoNO9 as an isolated structure, computed with the ωB97M-V functional and the def2-TZVPD basis.

Cartesian coordinates (Å):
Co: 7.87 -8.32 -24.85
C: 9.01 -11.49 -22.51
C: 9.41 -10.07 -22.90
O: 8.35 -9.24 -23.26
H: 8.25 -11.41 -21.73
H: 9.84 -12.10 -22.16
H: 8.50 -12.03 -23.31
H: 10.10 -10.18 -23.75
H: 10.02 -9.70 -22.07
C: 5.84 -10.42 -25.01
C: 5.27 -9.11 -25.53
O: 6.10 -8.01 -25.33
H: 5.21 -11.23 -25.37
H: 5.95 -10.33 -23.93
H: 6.85 -10.61 -25.41
H: 4.29 -8.89 -25.08
H: 4.95 -9.27 -26.58
C: 8.33 -15.03 -24.82
C: 9.27 -14.64 -25.97
C: 10.33 -15.76 -25.98
C: 11.23 -15.76 -27.20
C: 10.34 -15.88 -28.46
C: 9.28 -14.77 -28.54
N: 8.57 -14.71 -27.25
O: 7.43 -13.88 -27.34
C: 9.90 -13.46 -29.04
C: 8.25 -15.31 -29.55
C: 9.87 -13.27 -25.67
H: 7.59 -14.24 -24.66
H: 8.91 -15.12 -23.89
H: 7.79 -15.94 -25.06
H: 10.94 -15.54 -25.10
H: 9.84 -16.72 -25.79
H: 11.87 -16.64 -27.14
H: 11.90 -14.90 -27.23
H: 9.91 -16.87 -28.43
H: 11.04 -15.69 -29.28
H: 10.81 -13.26 -28.47
H: 9.97 -13.45 -30.12
H: 9.29 -12.57 -28.83
H: 7.35 -14.69 -29.49
H: 8.63 -15.30 -30.57
H: 7.96 -16.33 -29.32
H: 9.15 -12.45 -25.56
H: 10.63 -12.97 -26.39
H: 10.35 -13.22 -24.69
H: 7.79 -12.98 -27.38
C: 7.88 -9.90 -30.48
C: 6.65 -9.94 -29.58
C: 6.61 -11.22 -28.76
O: 6.65 -8.82 -28.69
H: 8.84 -9.90 -29.96
H: 7.78 -9.11 -31.22
H: 7.91 -10.79 -31.12
H: 5.83 -9.86 -30.30
H: 7.49 -11.28 -28.11
H: 6.66 -12.05 -29.47
H: 5.71 -11.27 -28.14
H: 7.46 -8.93 -28.19
C: 2.01 -11.12 -26.26
C: 0.99 -12.21 -25.87
C: -0.40 -11.61 -26.00
O: 1.21 -13.30 -26.74
H: 3.04 -11.47 -26.29
H: 1.99 -10.24 -25.62
H: 1.78 -10.76 -27.27
H: 1.16 -12.42 -24.80
H: -0.61 -11.50 -27.07
H: -0.42 -10.63 -25.53
H: -1.17 -12.28 -25.63
H: 2.17 -13.41 -26.79
C: 4.44 -6.83 -30.60
C: 4.00 -6.66 -29.16
C: 3.13 -7.79 -28.67
O: 5.16 -6.51 -28.35
H: 5.00 -5.99 -31.01
H: 3.58 -6.89 -31.28
H: 5.05 -7.71 -30.81
H: 3.50 -5.70 -29.04
H: 2.18 -7.89 -29.20
H: 2.85 -7.63 -27.63
H: 3.57 -8.79 -28.63
H: 5.75 -7.26 -28.55
C: 2.64 -5.77 -22.53
C: 2.66 -6.02 -24.01
C: 1.33 -5.98 -24.75
O: 3.51 -4.99 -24.60
H: 3.65 -5.64 -22.15
H: 2.22 -6.61 -21.96
H: 2.02 -4.91 -22.24
H: 3.18 -6.95 -24.27
H: 0.75 -5.10 -24.45
H: 0.81 -6.93 -24.59
H: 1.47 -5.86 -25.82
H: 2.97 -4.20 -24.55
C: 4.17 -16.30 -24.86
C: 3.70 -14.86 -24.81
C: 4.63 -13.98 -23.97
O: 3.83 -14.39 -26.17
H: 3.59 -16.85 -25.61
H: 3.95 -16.76 -23.89
H: 5.24 -16.44 -25.04
H: 2.66 -14.73 -24.50
H: 5.51 -13.80 -24.59
H: 4.89 -14.37 -22.99
H: 4.09 -13.04 -23.86
H: 4.72 -14.55 -26.51
C: 5.70 -9.98 -19.38
C: 5.87 -9.45 -20.80
C: 4.67 -8.70 -21.33
O: 6.99 -8.54 -20.69
H: 5.56 -9.09 -18.77
H: 6.49 -10.66 -19.11
H: 4.75 -10.52 -19.25
H: 6.21 -10.23 -21.49
H: 4.24 -7.91 -20.71
H: 3.92 -9.42 -21.69
H: 4.94 -8.08 -22.19
H: 7.56 -8.71 -21.45

multiplicity: 4
max |F|: 2.76 eV Å⁻¹
E: -90936.1961 eV
LUMO level (alpha / beta): -1.06 / -1.54 eV

[3]
A 2-piece molecular cluster, C4H12 overall, computed with the ωB97M-V functional and the def2-TZVPD basis.

Cartesian coordinates (Å):
C: 0.24 1.17 -2.11
C: 0.16 0.01 -3.20
H: 1.13 1.11 -1.65
H: -0.11 2.24 -2.45
H: -0.47 0.98 -1.36
H: -0.03 -1.03 -2.83
H: 1.19 -0.15 -3.54
H: -0.55 0.43 -3.84
C: -0.85 -0.38 2.31
C: 0.47 -0.81 2.92
H: -1.48 -0.08 3.09
H: -0.79 0.51 1.54
H: -1.27 -1.21 1.82
H: 0.54 -1.75 3.37
H: 0.63 -0.06 3.74
H: 1.18 -0.97 2.20

max |F|: 3.91 eV Å⁻¹
ΔE to the lowest compared entry with this formula, charge and spin: 144.1 kJ/mol
E: -4341.0352 eV
SMILES: CC.CC
LUMO level: 1.05 eV

[4]
One molecule with the formula C6H12O, computed with the ωB97M-V functional and the def2-TZVPD basis.

Cartesian coordinates (Å):
C: 1.95 1.00 -0.45
C: 1.00 0.22 0.44
C: -0.83 -1.57 0.72
C: -0.89 -2.01 -0.71
C: -1.49 -0.24 0.88
C: -0.46 0.69 0.21
O: -0.63 1.99 0.75
H: 1.74 2.07 -0.40
H: 1.86 0.68 -1.49
H: 2.99 0.86 -0.14
H: 1.22 0.36 1.51
H: 1.19 -0.86 0.27
H: -0.50 -1.30 -1.46
H: -0.38 -2.97 -0.86
H: -1.95 -2.12 -0.96
H: -1.61 0.06 1.93
H: -2.47 -0.16 0.38
H: -0.68 0.71 -0.87
H: -0.05 2.58 0.24

max |F|: 0.53 eV Å⁻¹
ΔE to the lowest compared entry with this formula, charge and spin: 408.3 kJ/mol
E: -8460.1218 eV
LUMO level: 0.22 eV

[5]
C15H30Cl5N10NdOS as an isolated structure, computed with the ωB97M-V functional and the def2-TZVPD basis.

Cartesian coordinates (Å):
Nd: 0.07 0.43 0.59
N: 2.57 0.30 -0.41
C: 3.49 -0.36 0.54
C: 3.01 -1.77 0.85
N: 1.55 -1.87 1.08
C: 0.96 -2.90 0.20
C: 0.98 -2.50 -1.26
N: 0.14 -1.30 -1.47
C: 1.26 -2.22 2.49
C: 1.37 -1.02 3.42
N: 0.23 -0.10 3.18
H: 2.66 -0.12 -1.32
H: 2.85 1.27 -0.54
H: 3.50 0.23 1.45
H: 4.51 -0.42 0.16
H: 3.56 -2.14 1.72
H: 3.28 -2.43 0.02
H: -0.08 -3.03 0.50
H: 1.46 -3.87 0.33
H: 0.63 -3.35 -1.86
H: 1.99 -2.29 -1.60
H: -0.83 -1.58 -1.58
H: 0.38 -0.85 -2.35
H: 1.91 -3.02 2.85
H: 0.23 -2.59 2.54
H: 2.29 -0.47 3.24
H: 1.40 -1.38 4.45
H: 0.32 0.70 3.79
H: -0.63 -0.58 3.45
Cl: -2.46 0.53 -1.33
C: -1.44 1.84 -1.95
C: -0.25 2.06 -1.27
C: 0.49 3.11 -1.80
Cl: 2.04 3.53 -1.07
C: 0.11 3.87 -2.91
Cl: 1.09 5.13 -3.51
C: -1.10 3.57 -3.55
Cl: -1.60 4.47 -4.91
C: -1.90 2.54 -3.06
Cl: -3.39 2.15 -3.81
N: 4.12 3.33 2.45
N: 2.76 3.29 2.25
N: 2.01 4.34 2.42
C: 0.80 3.83 2.22
N: 0.85 2.52 1.94
N: 2.13 2.19 1.97
H: 4.41 4.30 2.45
H: 4.60 2.76 1.76
H: -0.10 4.42 2.27
N: -2.08 1.92 1.52
H: -2.99 1.55 1.25
H: -1.97 2.78 0.99
H: -2.14 2.19 2.50
C: -3.71 -1.67 2.84
S: -3.15 -1.59 1.15
C: -3.23 -3.32 0.78
O: -1.66 -1.25 1.23
H: -4.75 -2.00 2.84
H: -3.66 -0.67 3.26
H: -3.08 -2.37 3.40
H: -4.27 -3.63 0.83
H: -2.61 -3.87 1.49
H: -2.87 -3.46 -0.24

multiplicity: 4
max |F|: 0.76 eV Å⁻¹
E: -121703.4660 eV
total charge: +2
LUMO level (alpha / beta): -4.71 / -4.70 eV

[6]
One molecule with the formula C7H10N2O2S, computed with the ωB97M-V functional and the def2-TZVPD basis.

Cartesian coordinates (Å):
C: 1.85 -0.62 -1.38
C: 0.78 0.48 -0.74
C: 0.57 0.52 0.76
C: -0.48 1.08 1.31
C: -0.46 1.02 2.81
C: 0.46 0.18 3.30
S: 1.44 -0.36 1.93
N: -0.58 0.52 -1.38
O: -0.75 1.27 -2.50
C: -1.19 -0.78 -1.49
N: -2.10 -1.01 -2.47
O: -0.91 -1.59 -0.70
H: 1.53 -1.61 -1.12
H: 1.57 -0.54 -2.49
H: 2.92 -0.39 -1.12
H: 1.28 1.46 -0.99
H: -1.21 1.68 0.80
H: -1.25 1.38 3.37
H: 0.66 -0.26 4.29
H: -0.31 0.85 -3.31
H: -2.67 -0.22 -2.92
H: -2.75 -1.77 -2.31

max |F|: 4.65 eV Å⁻¹
ΔE to the lowest compared entry with this formula, charge and spin: 280.1 kJ/mol
E: -25329.2360 eV
SMILES: C[C@H](c1cccs1)N(O)C(N)=O
LUMO level: 0.60 eV

Look up the E of the sixth one. -25329.2360 eV

What did the first record say?
C4H12NO3 as an isolated structure, computed with the ωB97M-V functional and the def2-TZVPD basis.

Cartesian coordinates (Å):
C: 0.48 -0.83 0.87
O: 0.94 0.21 1.69
C: -0.41 -0.22 -0.23
C: 0.16 0.73 -1.18
C: 1.08 1.85 -0.57
O: 1.37 2.72 -1.52
N: -0.91 -2.21 -1.76
H: -0.12 -1.50 1.50
H: 1.33 -1.39 0.50
H: -1.33 0.18 0.23
H: -0.59 1.34 -1.71
H: 0.65 0.22 -2.02
H: 2.02 1.35 -0.20
H: 0.67 2.32 0.34
H: -0.78 -3.22 -1.78
H: -0.74 -1.28 -0.79
H: -1.62 -1.98 -2.44
H: 0.08 0.44 2.23
H: -1.03 0.90 3.79
O: -1.24 0.36 3.02

max |F|: 4.68 eV Å⁻¹
ΔE to the lowest compared entry with this formula, charge and spin: 679.9 kJ/mol
E: -11968.9056 eV
total charge: -1
LUMO level: 0.33 eV

Among the records above, which one has the lowest E? C15H30Cl5N10NdOS

What did the third record say?
A 2-piece molecular cluster, C4H12 overall, computed with the ωB97M-V functional and the def2-TZVPD basis.

Cartesian coordinates (Å):
C: 0.24 1.17 -2.11
C: 0.16 0.01 -3.20
H: 1.13 1.11 -1.65
H: -0.11 2.24 -2.45
H: -0.47 0.98 -1.36
H: -0.03 -1.03 -2.83
H: 1.19 -0.15 -3.54
H: -0.55 0.43 -3.84
C: -0.85 -0.38 2.31
C: 0.47 -0.81 2.92
H: -1.48 -0.08 3.09
H: -0.79 0.51 1.54
H: -1.27 -1.21 1.82
H: 0.54 -1.75 3.37
H: 0.63 -0.06 3.74
H: 1.18 -0.97 2.20

max |F|: 3.91 eV Å⁻¹
ΔE to the lowest compared entry with this formula, charge and spin: 144.1 kJ/mol
E: -4341.0352 eV
SMILES: CC.CC
LUMO level: 1.05 eV